# 1
DFT (ωB97M-V/def2-TZVPD) results for one molecule with the formula C7H13NO.

- Kohn-Sham gap (eV) = 9.415
- multiplicity = 1
- molar mass (g mol⁻¹) = 127.19
- SMILES string = [H]/N=C(/C=C)C(C)(C)OC
- F_max (Eh/bohr) = 0.0829
- ΔE to the lowest compared entry with this formula, charge and spin (kcal per mole) = 88.4
- calculated total energy (Eh) = -404.386665

Element x y z (Å)
1 H -0.25071 1.54824 1.91784
2 N -1.14302 1.12866 1.59719
3 C -0.95265 0.20870 0.72326
4 C -1.99222 -0.29263 -0.13867
5 C -2.66054 0.33474 -1.07518
6 C 0.82799 -0.29457 0.45834
7 C 0.95350 -1.35531 -0.62138
8 C 1.41624 -0.70575 1.83870
9 O 1.33511 0.87897 0.12318
10 C 0.82859 1.28747 -1.12160
11 H -2.33810 -1.30548 0.18868
12 H -3.39902 -0.07542 -1.78129
13 H -2.36837 1.41226 -1.29771
14 H 1.94333 -1.27286 -1.09290
15 H 0.36450 -1.23206 -1.45820
16 H 0.81291 -2.41104 -0.15886
17 H 1.48983 0.26494 2.25312
18 H 0.67573 -1.31983 2.23280
19 H 2.40576 -1.17125 1.67762
20 H -0.20351 1.52647 -1.10574
21 H 0.97371 0.53913 -1.84116
22 H 1.28093 2.30663 -1.31804

=====

# 2
DFT (ωB97M-V/def2-TZVPD) results for C16H20IN2PtS as an isolated structure.

- Kohn-Sham gap (eV) = 7.664
- multiplicity = 1
- molar mass (g mol⁻¹) = 594.40
- F_max (Eh/bohr) = 0.0102
- total charge = +1
- ΔE to the lowest compared entry with this formula, charge and spin (kcal per mole) = 0.0
- calculated total energy (Eh) = -1546.198475

Element x y z (Å)
1 Pt 0.45105 0.09248 -0.77641
2 C 2.31127 -2.15896 -1.53213
3 C 0.87671 -2.60566 -1.73337
4 N -0.02481 -1.94823 -0.74556
5 C -0.07021 -2.57897 0.59917
6 C 1.13659 -2.35903 1.50973
7 S 1.70773 -0.64179 1.71153
8 C 3.35794 -0.73007 0.95033
9 C 3.50882 -0.26880 -0.50485
10 N 2.39585 -0.67927 -1.39213
11 H 2.71670 -2.59685 -0.62536
12 H 2.93785 -2.50707 -2.35504
13 H 0.52289 -2.31302 -2.72143
14 H 0.80332 -3.69323 -1.64975
15 H -0.96266 -2.01109 -1.12807
16 H -0.95114 -2.16778 1.08881
17 H -0.22694 -3.65498 0.47505
18 H 0.83499 -2.70961 2.49705
19 H 1.98390 -2.97806 1.22346
20 H 3.99486 -0.09248 1.56324
21 H 3.74124 -1.74084 1.08584
22 H 3.56375 0.81862 -0.54348
23 H 4.45281 -0.66130 -0.89695
24 H 2.56939 -0.28425 -2.31098
25 I 0.94014 2.56850 -1.09851
26 C -0.83217 3.13018 -0.15622
27 C -1.07353 4.44223 0.10814
28 C -2.30842 4.78640 0.69447
29 C -3.23227 3.81474 0.94038
30 C -2.98102 2.45394 0.63443
31 C -3.97991 1.47503 0.84238
32 C -3.72262 0.18231 0.50671
33 C -2.45813 -0.18944 0.00358
34 C -1.41529 0.68721 -0.19177
35 C -1.72577 2.06525 0.09517
36 H -0.34939 5.21033 -0.12740
37 H -2.51528 5.82123 0.92905
38 H -4.19027 4.07140 1.37456
39 H -4.93866 1.77405 1.24525
40 H -4.48403 -0.57694 0.62882
41 H -2.36526 -1.24618 -0.21774

=====

# 3
DFT (ωB97M-V/def2-TZVPD) results for a 2-piece molecular cluster, H4N2O2Si overall.

- Kohn-Sham gap (alpha / beta) (eV) = 6.918 / 6.915
- multiplicity = 1
- molar mass (g mol⁻¹) = 92.13
- F_max (Eh/bohr) = 0.1054
- ΔE to the lowest compared entry with this formula, charge and spin (kcal per mole) = 59.2
- calculated total energy (Eh) = -551.721156

Element x y z (Å)
1 N 1.49818 -0.09234 1.05757
2 N -1.78686 -0.47521 -0.99643
3 O -2.84274 0.12488 -0.73201
4 O -1.67936 -1.61204 -1.36199
5 Si 0.65685 0.66615 -0.16956
6 H 2.47105 -0.22712 1.25008
7 H 0.88247 -0.58154 1.74333
8 H 1.40230 0.90774 -1.27461
9 H -0.60189 1.28947 0.48363

=====

# 4
DFT (ωB97M-V/def2-TZVPD) results for one molecule with the formula C19H31N3O4.

- Kohn-Sham gap (eV) = 9.941
- multiplicity = 1
- molar mass (g mol⁻¹) = 365.47
- SMILES string = C=C(C)CC(=O)N[C@H]1C[C@H]2CC[C@@H]([C@H]1C)N2C(=O)C(C)(C)NC(=O)OC
- F_max (Eh/bohr) = 0.0022
- ΔE to the lowest compared entry with this formula, charge and spin (kcal per mole) = 3.5
- calculated total energy (Eh) = -1207.887126

Element x y z (Å)
1 C 2.36897 4.70060 0.60744
2 C 1.35060 4.85075 -0.23374
3 C 1.48555 4.64889 -1.71502
4 C -0.03275 5.19700 0.24517
5 C -1.00286 4.01627 0.19976
6 O -2.18004 4.15882 -0.07935
7 N -0.45221 2.82528 0.52810
8 C -1.23237 1.59625 0.58455
9 C -1.28488 0.89629 -0.78310
10 C -0.08542 -0.01764 -1.02558
11 C 1.28074 0.68525 -0.86985
12 C 1.63801 0.50289 0.62478
13 C 0.42867 -0.24528 1.21206
14 C -0.72865 0.64487 1.68599
15 C -0.40950 1.36287 2.99028
16 N -0.06178 -1.01104 0.05928
17 C 0.29355 -2.32652 -0.04990
18 O 0.95608 -2.88955 0.80408
19 C -0.19059 -3.14028 -1.28145
20 C -1.55702 -2.71834 -1.83473
21 C 0.88799 -3.05421 -2.36359
22 N -0.24897 -4.54594 -0.88057
23 C -1.00191 -4.88629 0.21414
24 O -1.88636 -4.21539 0.69283
25 O -0.65130 -6.10584 0.66098
26 C -1.39349 -6.55567 1.79623
27 H 2.24913 4.86914 1.67148
28 H 3.35613 4.42591 0.25584
29 H 1.28605 5.58417 -2.24326
30 H 2.48123 4.30175 -1.98724
31 H 0.74947 3.92420 -2.07474
32 H -0.00761 5.55682 1.27629
33 H -0.47993 5.97866 -0.36890
34 H 0.53575 2.81523 0.71748
35 H -2.24368 1.91837 0.83639
36 H -2.18583 0.28056 -0.83474
37 H -1.35972 1.65561 -1.56437
38 H -0.17909 -0.49105 -1.99616
39 H 2.02158 0.18920 -1.49824
40 H 1.23648 1.72814 -1.18265
41 H 2.52262 -0.12498 0.72776
42 H 1.86047 1.43749 1.14241
43 H 0.71231 -0.93336 2.00373
44 H -1.55360 -0.04840 1.87639
45 H 0.47906 1.99217 2.90982
46 H -1.23837 2.00524 3.29191
47 H -0.23135 0.63948 3.78716
48 H -1.48089 -1.85872 -2.49811
49 H -1.95843 -3.54779 -2.41620
50 H -2.25425 -2.49281 -1.03256
51 H 1.01355 -2.03265 -2.72119
52 H 1.84822 -3.39612 -1.97212
53 H 0.60675 -3.68136 -3.21049
54 H 0.63138 -5.03732 -0.91384
55 H -0.99101 -7.53351 2.04198
56 H -1.26345 -5.86898 2.63085
57 H -2.45303 -6.62913 1.55656

=====

# 5
DFT (ωB97M-V/def2-TZVPD) results for one molecule with the formula C8H16Si.

- Kohn-Sham gap (alpha / beta) (eV) = 7.973 / 7.011
- multiplicity = 1
- molar mass (g mol⁻¹) = 140.30
- F_max (Eh/bohr) = 0.0560
- ΔE to the lowest compared entry with this formula, charge and spin (kcal per mole) = 109.2
- calculated total energy (Eh) = -603.748583

Element x y z (Å)
1 C -2.27154 0.89519 0.46501
2 C -1.39199 1.12951 -0.75869
3 C -1.71022 -0.22105 1.33911
4 C -1.21192 -0.17930 -1.55232
5 C -1.50315 -1.50607 0.51150
6 C 3.04843 -0.20823 0.54970
7 C -0.63132 -1.20416 -0.65038
8 C 3.61645 1.06198 0.03672
9 Si 1.48424 -1.10373 -0.27986
10 H -2.33908 1.81721 1.04787
11 H -3.28224 0.63258 0.14266
12 H -1.83332 1.89323 -1.40201
13 H -0.40706 1.47958 -0.43972
14 H -0.74621 0.08486 1.75332
15 H -2.39022 -0.42601 2.16962
16 H -2.19312 -0.50486 -1.91421
17 H -0.56667 0.00168 -2.41429
18 H -1.06264 -2.27865 1.14468
19 H -2.48245 -1.85690 0.16795
20 H 3.18851 -0.34557 1.61836
21 H 3.09348 1.93398 0.45058
22 H 3.55374 1.11797 -1.04891
23 H 4.66324 1.15578 0.33945
24 H 1.83516 -0.98151 -1.69852
25 H 1.53989 -2.38752 0.42238

=====

# 6
DFT (ωB97M-V/def2-TZVPD) results for one molecule with the formula C3H4N4O.

- Kohn-Sham gap (eV) = 9.555
- multiplicity = 1
- molar mass (g mol⁻¹) = 112.09
- SMILES string = [H]/N=C1\NC=NC=NO1
- F_max (Eh/bohr) = 0.1065
- ΔE to the lowest compared entry with this formula, charge and spin (kcal per mole) = 148.4
- calculated total energy (Eh) = -410.766737

Element x y z (Å)
1 H 3.24990 0.38429 -0.38883
2 N 2.50954 -0.58313 -0.11185
3 C 1.20714 -0.51139 0.07825
4 N 0.58982 0.67520 0.38028
5 C -0.63749 1.05737 -0.16928
6 N -1.80342 0.54781 -0.27043
7 C -1.94871 -0.84026 0.13966
8 N -0.94108 -1.61935 0.23327
9 O 0.28659 -1.32713 -0.37184
10 H 1.43892 1.30234 0.78616
11 H -0.80288 2.22463 -0.42382
12 H -3.14834 -1.31038 0.11842

=====

# 7
DFT (ωB97M-V/def2-TZVPD) results for a 3-piece molecular cluster, C19H38FN4O3S overall.

- Kohn-Sham gap (eV) = 7.022
- multiplicity = 1
- molar mass (g mol⁻¹) = 421.60
- F_max (Eh/bohr) = 0.1484
- total charge = +1
- calculated total energy (Eh) = -1688.920531

Element x y z (Å)
1 C -1.01915 -3.88727 1.73340
2 C -1.99006 -2.56091 1.71690
3 F -1.99341 -1.99075 3.08824
4 C -1.38796 -1.53305 0.56431
5 C -2.30716 -0.19993 0.30803
6 C -3.78502 -0.08206 1.06126
7 C -3.90486 1.56886 1.20806
8 N -3.69380 1.73629 2.72692
9 C -2.46432 2.18905 0.63576
10 N -1.65334 1.16547 0.19504
11 C -0.29454 1.59477 -0.32210
12 C 0.37975 2.62782 0.80175
13 S 2.24356 2.76735 0.67288
14 C 3.08585 1.21986 1.30888
15 N 3.04238 0.49790 2.63748
16 N 3.87866 -0.62302 2.43679
17 C 4.45727 -0.60903 1.03426
18 O 3.94251 0.56507 0.30810
19 H -0.47486 -3.91241 2.79553
20 H -1.62482 -4.89012 1.53401
21 H -0.18749 -3.75178 0.91366
22 H -3.07882 -2.95080 1.44212
23 H -1.38113 -2.17004 -0.44514
24 H -0.24241 -1.29970 0.77963
25 H -2.66245 -0.37399 -0.81822
26 H -3.92683 -0.59068 2.10551
27 H -4.73857 -0.36393 0.41096
28 H -4.89024 2.07675 0.77180
29 H -4.59937 1.55310 3.24127
30 H -3.41159 2.74528 2.81652
31 H -2.31414 3.34928 0.67061
32 H 0.39128 0.62653 -0.30058
33 H -0.33622 2.08799 -1.40304
34 H -0.08610 3.71191 0.71334
35 H 0.05503 2.19056 1.85038
36 H 5.17958 -1.35736 0.48346
37 C 3.33769 -6.11645 0.37252
38 C 2.15806 -6.94080 0.85768
39 O 0.90174 -6.48758 0.36041
40 C 0.73463 -6.49971 -1.05572
41 C 0.86075 -7.88218 -1.66961
42 H 3.18829 -5.05663 0.60609
43 H 4.26274 -6.45647 0.84616
44 H 3.46773 -6.19585 -0.71015
45 H 2.10574 -6.86876 1.94892
46 H 2.29669 -8.00137 0.62485
47 H 1.42799 -5.79421 -1.52426
48 H -0.27250 -6.11989 -1.25177
49 H 1.86771 -8.28857 -1.54712
50 H 0.64254 -7.84646 -2.74114
51 H 0.16660 -8.58209 -1.19104
52 C 1.80466 5.66997 -2.19110
53 C 0.38920 5.58898 -2.73548
54 O -0.60116 6.05453 -1.82253
55 C -0.49860 7.41574 -1.41012
56 C -0.60440 8.40620 -2.55545
57 H 1.87990 5.14053 -1.23500
58 H 2.51226 5.22742 -2.89759
59 H 2.11099 6.70466 -2.01507
60 H 0.15338 4.54016 -2.94309
61 H 0.30339 6.11910 -3.68934
62 H 0.42203 7.56919 -0.83838
63 H -1.32630 7.59224 -0.71675
64 H 0.23033 8.30745 -3.25372
65 H -0.60301 9.43222 -2.17548
66 H -1.52628 8.24165 -3.12449

=====

# 8
DFT (ωB97M-V/def2-TZVPD) results for a 7-piece molecular cluster, C23H45Br2Cl3O5 overall.

- Kohn-Sham gap (eV) = 9.297
- multiplicity = 1
- molar mass (g mol⁻¹) = 667.78
- SMILES string = ClC(Cl)Cl.C1CCOC1.C1CCOC1.C1CCOC1.C1CCOC1.C1CCOC1.BrCCBr
- F_max (Eh/bohr) = 0.0798
- ΔE to the lowest compared entry with this formula, charge and spin (kcal per mole) = 79.0
- calculated total energy (Eh) = -7807.946623

Element x y z (Å)
1 Cl 2.80695 -1.24985 3.38287
2 C 1.37351 -0.49029 2.53296
3 Cl 0.06917 -1.74138 2.19371
4 Cl 1.77935 0.50697 1.03570
5 H 0.91142 0.15929 3.27635
6 C 4.01771 5.45263 -1.54862
7 C 2.87505 6.25206 -0.87889
8 C 1.85018 6.39728 -1.96470
9 O 2.07574 5.38430 -2.93852
10 C 3.53558 5.27458 -2.96722
11 H 4.21722 4.52066 -1.01973
12 H 5.00557 5.90025 -1.43959
13 H 3.25622 7.23790 -0.61256
14 H 2.50569 5.73378 0.00602
15 H 1.98850 7.38284 -2.40925
16 H 0.82389 6.48260 -1.60761
17 H 3.92331 6.02222 -3.65916
18 H 3.89311 4.31893 -3.35064
19 C 5.30950 -6.88446 5.16911
20 C 4.71346 -7.98272 6.02596
21 C 5.62355 -7.99073 7.32298
22 O 6.33357 -6.70533 7.30445
23 C 6.55458 -6.32222 5.93677
24 H 4.62057 -6.08262 4.90357
25 H 5.59400 -7.25708 4.18507
26 H 4.71166 -8.97794 5.58140
27 H 3.71327 -7.73975 6.38470
28 H 6.22598 -8.87893 7.51342
29 H 4.93167 -8.00315 8.16515
30 H 7.44144 -6.88037 5.63667
31 H 6.86108 -5.28338 5.81452
32 C -3.97550 2.23552 -2.14470
33 C -3.97166 1.18127 -3.20340
34 C -3.46557 2.04882 -4.34781
35 O -2.54271 3.05024 -3.84176
36 C -2.82630 3.09621 -2.44026
37 H -3.85677 1.88144 -1.12068
38 H -4.79365 2.90099 -2.42018
39 H -4.95227 0.75403 -3.41309
40 H -3.30350 0.38427 -2.87712
41 H -4.27831 2.59517 -4.82643
42 H -3.16024 1.34996 -5.12655
43 H -2.96554 4.15546 -2.22417
44 H -1.99880 2.68401 -1.86284
45 C 3.11442 -0.05325 -5.15313
46 C 3.72932 0.53643 -6.42967
47 C 2.58543 1.08127 -7.16995
48 O 1.69465 1.44297 -6.14761
49 C 1.68691 0.47213 -5.02336
50 H 3.63556 0.33749 -4.27917
51 H 3.19792 -1.13803 -5.21960
52 H 4.33020 -0.19654 -6.96800
53 H 4.44926 1.34561 -6.30708
54 H 2.13568 0.28802 -7.76709
55 H 2.68235 1.84944 -7.93717
56 H 0.80992 -0.15809 -5.17098
57 H 1.53885 0.96079 -4.06034
58 C -7.02286 -3.90353 -0.61546
59 C -5.82128 -4.69998 -0.64335
60 C -5.39631 -4.72913 0.80369
61 O -6.03340 -3.57179 1.41474
62 C -6.72485 -2.82526 0.51859
63 H -7.93904 -4.45461 -0.40326
64 H -7.17756 -3.29077 -1.50355
65 H -5.08819 -4.23253 -1.30074
66 H -5.92932 -5.67994 -1.10822
67 H -4.30815 -4.66604 0.80872
68 H -5.66141 -5.67347 1.27914
69 H -6.15997 -1.97407 0.13847
70 H -7.63131 -2.35118 0.89502
71 Br -4.67656 5.83146 7.89684
72 C -4.26876 4.94616 6.13818
73 C -2.82683 4.62259 6.18684
74 Br -2.20485 4.04318 4.39501
75 H -4.52803 5.58986 5.29762
76 H -4.86760 4.05162 5.96708
77 H -2.53651 3.82867 6.87496
78 H -2.23940 5.49700 6.46691

=====

# 9
DFT (ωB97M-V/def2-TZVPD) results for a 2-piece molecular cluster, C5H13NO2 overall.

- Kohn-Sham gap (eV) = 9.559
- multiplicity = 1
- molar mass (g mol⁻¹) = 119.16
- SMILES string = C=C(C)NCC.OO
- F_max (Eh/bohr) = 0.0288
- ΔE to the lowest compared entry with this formula, charge and spin (kcal per mole) = 98.4
- calculated total energy (Eh) = -403.419817

Element x y z (Å)
1 C 1.28040 1.33284 -0.90860
2 C 0.10936 1.20381 -0.29152
3 C -0.91066 2.31149 -0.25710
4 N -0.25173 0.04500 0.41439
5 C -0.09766 -1.31782 -0.24754
6 C -0.90812 -1.48444 -1.52465
7 H 1.53968 2.24649 -1.41402
8 H 2.02181 0.55080 -0.90884
9 H -1.21812 2.50949 0.78248
10 H -0.51580 3.22410 -0.69337
11 H -1.79275 2.00327 -0.81509
12 H -1.18456 0.11920 0.80506
13 H -0.42698 -2.03949 0.50274
14 H 0.95881 -1.48961 -0.44912
15 H -1.97623 -1.48027 -1.30410
16 H -0.65112 -2.42147 -2.01115
17 H -0.70555 -0.67130 -2.22381
18 O 1.60173 -0.73839 2.25322
19 O 0.78432 -1.61889 3.02269
20 H 0.92342 -0.28175 1.63047
21 H 1.41974 -2.00305 3.63785